A 13-piece molecular cluster, C51H82N7O11S5 overall in a non-equilibrium geometry. Source: the OMol25 dataset; level of theory: wB97M-V/def2-TZVPD.

Each line ends with the Löwdin charge.
CARTESIAN COORDINATES (ANGSTROEM)
C -1.52192 21.09145 -22.02732  -0.12
C -1.13004 20.69858 -23.44025  -0.73
C -0.75730 19.21915 -23.37935  -0.12
O -2.07304 21.03804 -24.40231  -0.39
H -2.44331 20.62838 -21.67421  0.05
H -1.59922 22.17825 -21.99610  0.05
H -0.79227 20.76680 -21.28549  0.04
H -0.21657 21.23572 -23.69550  0.09
H -1.61690 18.55148 -23.43769  0.05
H -0.07459 18.83857 -22.61964  0.05
H -0.25775 19.05511 -24.33415  0.05
C -5.57005 28.08544 -22.39338  -0.20
C -5.60623 26.87319 -23.41470  -0.16
C -4.16487 26.23621 -23.14678  -0.23
S -3.02531 27.58088 -23.11823  0.68
O -2.58650 27.89951 -24.50719  -0.36
O -2.06663 27.40149 -22.05107  -0.34
C -4.21309 28.90595 -22.63525  -0.20
H -5.47518 27.89190 -21.32490  0.10
H -6.40203 28.77824 -22.51963  0.10
H -5.80202 27.31330 -24.39248  0.11
H -6.44745 26.23218 -23.15093  0.10
H -3.79952 25.44669 -23.80352  0.11
H -4.24156 25.80293 -22.14954  0.11
H -4.22252 29.61431 -23.46365  0.09
H -3.82930 29.36058 -21.72196  0.09
C -2.35385 23.28062 -16.62845  -0.19
C -2.15318 24.34621 -15.53917  -0.24
C -3.29540 25.39811 -15.54653  -0.21
S -4.79343 24.57250 -16.13565  0.68
O -5.12423 25.23798 -17.37676  -0.34
O -5.72046 24.42443 -15.03379  -0.34
C -3.90971 22.96013 -16.49783  -0.18
H -1.65275 22.44924 -16.70183  0.11
H -2.19156 23.85466 -17.54073  0.11
H -1.19078 24.82487 -15.72017  0.11
H -1.97797 23.81796 -14.60196  0.11
H -3.04722 26.12592 -16.31905  0.10
H -3.58992 25.92574 -14.63937  0.10
H -4.40718 22.43273 -17.31176  0.10
H -4.02874 22.33475 -15.61306  0.09
C 2.69806 25.59593 -24.66170  -0.25
C 3.14876 25.35036 -26.05595  -0.25
C 3.84948 23.98448 -26.18200  -0.18
S 4.67106 23.76214 -24.48635  0.69
O 6.00309 24.31932 -24.49263  -0.34
O 4.45921 22.39999 -24.06420  -0.34
C 3.54078 24.91360 -23.59645  -0.19
H 1.68725 25.19016 -24.62022  0.12
H 2.41311 26.63751 -24.51338  0.12
H 4.00325 26.02347 -26.12573  0.11
H 2.40942 25.56903 -26.82644  0.12
H 4.54967 23.77814 -26.99147  0.10
H 3.04107 23.27361 -26.35308  0.10
H 4.15977 25.56462 -22.97909  0.10
H 2.99508 24.24369 -22.93196  0.10
C 3.10289 20.62120 -16.99810  -0.19
C 2.84345 19.43778 -17.99449  -0.23
C 3.90713 19.43085 -19.03550  -0.19
S 5.42503 20.39956 -18.33802  0.68
O 5.55624 21.58617 -19.10392  -0.31
O 6.49212 19.43121 -18.17724  -0.35
C 4.63875 20.72842 -16.74882  -0.23
H 2.54354 20.62187 -16.06257  0.11
H 2.88006 21.51536 -17.58029  0.11
H 1.80638 19.25954 -18.27871  0.12
H 3.08501 18.53909 -17.42695  0.11
H 3.60378 20.07167 -19.86340  0.09
H 4.26198 18.47586 -19.42302  0.10
H 5.06830 21.63711 -16.32711  0.10
H 4.88658 19.87991 -16.11106  0.10
C 1.64760 11.89878 -20.62537  -0.23
C 2.33137 11.51221 -19.31197  -0.22
C 1.31798 11.69073 -18.15206  -0.21
S 0.21620 13.10941 -18.58143  0.74
O 0.55432 14.29123 -17.73359  -0.38
O -1.17972 12.67376 -18.67828  -0.36
C 1.03299 13.29580 -20.37608  -0.16
H 0.79432 11.25403 -20.83589  0.11
H 2.32083 11.88287 -21.48246  0.12
H 3.33205 11.93529 -19.22393  0.12
H 2.63208 10.46534 -19.35364  0.11
H 1.74067 11.84598 -17.15942  0.10
H 0.59982 10.87832 -18.04099  0.09
H 1.88119 13.97402 -20.28310  0.09
H 0.31575 13.78691 -21.03371  0.10
N -6.76659 22.28294 -27.64059  -0.01
C -6.45015 23.05123 -28.72325  -0.12
C -7.58916 23.79707 -28.90965  -0.15
C -8.59417 23.49451 -27.97958  -0.12
C -8.08263 22.46632 -27.21833  -0.12
H -6.00555 21.73672 -27.26301  0.15
H -5.46382 23.01112 -29.16138  0.11
H -7.78507 24.50107 -29.70488  0.08
H -9.62741 23.79884 -27.90093  0.09
H -8.38599 21.86266 -26.37573  0.10
N -3.20348 17.68089 -28.07031  -0.01
C -4.44201 17.08479 -27.91082  -0.13
C -4.44570 15.95069 -28.73056  -0.10
C -3.15873 15.97685 -29.36297  -0.14
C -2.40107 17.02665 -28.94113  -0.14
H -2.92107 18.39255 -27.41160  0.15
H -5.19079 17.52620 -27.26982  0.10
H -5.28735 15.27591 -28.78226  0.08
H -2.95584 15.19689 -30.08194  0.08
H -1.37399 17.32056 -29.09957  0.11
N -1.02634 23.14202 -28.87148  0.04
C -1.03788 24.36020 -29.48211  -0.18
C -0.48638 24.41041 -30.75467  -0.10
C -0.07704 23.07101 -30.94012  -0.14
C -0.41744 22.32819 -29.83790  -0.14
H -1.40869 22.87245 -27.97636  0.15
H -1.54004 25.10734 -28.88544  0.10
H -0.30475 25.29669 -31.34450  0.09
H 0.36554 22.72588 -31.86284  0.09
H -0.33468 21.27659 -29.60619  0.10
N -6.37755 18.82813 -22.99081  0.01
C -6.84907 17.55311 -22.93837  -0.15
C -7.96905 17.49496 -22.08803  -0.13
C -8.26458 18.82165 -21.75443  -0.13
C -7.30299 19.66421 -22.39049  -0.11
H -5.50321 19.08003 -23.42918  0.15
H -6.26119 16.75795 -23.37257  0.10
H -8.46658 16.56523 -21.85465  0.08
H -9.16406 19.02793 -21.19338  0.08
H -7.12915 20.73011 -22.39022  0.10
N -5.21947 17.84965 -18.37329  0.01
C -3.93021 17.52639 -17.88579  -0.12
C -4.03763 17.08108 -16.61168  -0.13
C -5.39141 17.15871 -16.32807  -0.15
C -6.14249 17.63857 -17.39843  -0.13
H -5.49753 18.15653 -19.29448  0.14
H -3.08355 17.70397 -18.53234  0.10
H -3.24754 16.67019 -16.00069  0.10
H -5.82715 16.96217 -15.35961  0.08
H -7.19871 17.74847 -17.59524  0.10
N -3.51578 11.37354 -22.26949  -0.02
C -3.97129 12.64416 -22.59484  -0.11
C -3.63281 12.79178 -23.95252  -0.12
C -3.11385 11.56867 -24.44637  -0.12
C -2.93632 10.74965 -23.33970  -0.15
H -3.49023 11.08407 -21.30220  0.14
H -4.48923 13.35515 -21.96824  0.10
H -3.70579 13.71901 -24.50142  0.09
H -2.59710 11.38468 -25.37671  0.09
H -2.58505 9.73294 -23.24323  0.10
N 6.17948 17.48985 -23.42566  -0.02
C 6.84500 16.60545 -22.65760  -0.15
C 6.39827 15.31225 -23.00476  -0.13
C 5.42056 15.45622 -24.00279  -0.11
C 5.20695 16.87712 -24.18284  -0.10
H 6.28176 18.49350 -23.37738  0.15
H 7.54110 16.99323 -21.92857  0.10
H 6.80380 14.38743 -22.62183  0.08
H 4.94420 14.71064 -24.62215  0.08
H 4.49831 17.39470 -24.81239  0.10

Forces on atoms 1 to 3 (eV/Å):
0.0086 0.6509 0.5192
-1.3163 0.1113 -0.3626
0.2730 -0.7679 -1.7657

Output
Spin multiplicity: 1
HOMO-LUMO gap in eV: 5.3
Total charge: -1
F_max in eV/Å: 4.2
HOMO in eV: -3.568